Entry from OMol25: CH5N3 in the gas phase in a non-equilibrium geometry (wB97M-V/def2-TZVPD).

Last column: Mulliken charge in e.
Positions of all 9 atoms, in Å:
C  -0.86934  -0.40816  -0.09069  0.112
H  1.99384  -0.49431  -0.76482  0.243
H  1.48377  -0.51440  1.03582  0.263
H  0.24587  1.40608  -0.23460  0.227
H  -0.66177  -1.51926  -0.21081  0.319
H  -1.94811  1.14167  0.39535  0.225
N  1.57814  -0.00044  0.06818  -0.612
N  0.24191  0.37561  -0.19777  -0.179
N  -2.06432  0.01321  -0.00065  -0.598

- Structure (SMILES): [H]/N=C\NN
- HOMO energy: -9.1 eV
- Frontier orbital gap: 10.1 eV
- Energy above the lowest of the compared OMol25 structures with the same formula, charge and spin: 2.8992 eV